## i
9
Properties=species:S:1:pos:R:3:mulliken_charge:R:1 method="wB97M-V/def2-TZVPD" smiles="N#CC#[N+][O-].N=C=O" e_lumo_ha=-0.0141 total_charge=0 orbital_gap_ha=0.3909
O 0.702 -1.073 -1.645 -0.435
O -2.614 -0.665 1.114 -0.594
N 0.734 2.267 -0.744 -0.387
N 1.722 -0.971 0.492 -0.455
N -1.892 0.064 0.496 0.553
C 1.102 -0.973 -0.536 0.594
C -0.116 1.532 -0.512 0.154
C -1.059 0.660 -0.057 0.281
H 1.420 -0.841 1.391 0.288



## ii
9
Properties=species:S:1:pos:R:3:mulliken_charge:R:1 method="wB97M-V/def2-TZVPD" smiles=N#Cc1onnc1O e_lumo_ha=-0.0252 total_charge=0 orbital_gap_ha=0.3471
O -0.235 1.212 -0.785 -0.076
O 0.862 -1.936 0.298 -0.565
N 0.965 0.975 -1.395 -0.111
N 1.407 -0.155 -1.053 -0.283
N -2.230 0.487 2.007 -0.348
C 0.618 -0.690 -0.145 0.536
C -0.491 0.195 0.106 0.272
C -1.461 0.301 1.168 0.138
H 1.984 -2.189 0.217 0.437



Which structure is the most stable? The one labeled ii.



## i
19
Properties=species:S:1:pos:R:3:mulliken_charge:R:1 method="wB97M-V/def2-TZVPD" e_lumo_ha=-0.1082 total_charge=+1 orbital_gap_ha=0.4264
O -1.043 -0.198 2.040 -0.571
N 1.767 -1.106 -0.095 -0.366
N 0.057 0.309 -0.637 -0.110
N 1.956 0.275 -1.978 -0.310
C 1.285 -0.157 -0.916 0.644
C -2.205 -0.986 1.620 -0.596
C -0.337 1.690 -0.788 -0.951
H -0.031 2.287 0.070 0.313
H -2.914 -0.144 1.595 0.223
H -2.605 -1.571 2.445 0.378
H 0.018 2.118 -1.733 0.339
H -2.058 -1.589 0.721 0.253
H -0.512 -0.738 2.632 0.304
H 2.927 0.100 -2.169 0.258
H -1.418 1.796 -0.973 0.311
H -0.280 -0.061 0.258 0.226
H 1.487 0.930 -2.585 0.213
H 2.299 -1.906 -0.401 0.228
H 1.608 -1.051 0.896 0.213



## ii
19
Properties=species:S:1:pos:R:3:mulliken_charge:R:1 method="wB97M-V/def2-TZVPD" e_lumo_ha=-0.3561 total_charge=+1 orbital_gap_ha=0.1756
O -0.208 -2.266 -0.785 -0.638
N 1.479 0.372 -1.153 -0.400
N 0.370 2.352 -1.175 -0.431
N -0.774 0.380 -0.581 -0.431
C 0.336 1.017 -0.919 0.744
C 0.486 -0.794 2.205 -0.228
C 1.793 -0.532 2.039 -0.303
H -0.732 -2.745 -1.434 0.333
H -12.934 -0.908 2.588 0.001
H 1.288 2.751 -1.286 0.274
H 2.070 0.018 1.129 0.175
H -12.899 -0.168 2.614 -0.001
H -1.560 1.023 -0.540 0.201
H 0.131 -1.157 3.162 0.280
H 2.520 -0.795 2.792 0.282
H -0.416 -1.320 -0.823 0.383
H -0.195 -0.692 1.376 0.172
H 1.406 -0.602 -1.471 0.349
H -0.314 2.981 -0.779 0.239



## iii
19
Properties=species:S:1:pos:R:3:mulliken_charge:R:1 method="wB97M-V/def2-TZVPD" e_lumo_ha=-0.1200 total_charge=+1 orbital_gap_ha=0.4000
O 1.367 -0.236 -1.792 -0.544
N -1.919 -0.820 1.747 -0.306
N -1.578 -1.385 -0.518 -0.345
N -0.617 0.625 0.251 -0.010
C 2.711 -0.342 -1.323 -0.622
C -1.452 -0.426 0.531 0.670
C -0.532 1.769 1.097 -1.052
H -0.964 -1.377 -1.318 0.211
H 2.999 0.728 -1.031 0.281
H 1.591 0.209 -2.678 0.335
H 3.374 -0.791 -2.169 0.257
H 0.193 0.268 -0.233 0.179
H -0.373 2.725 0.499 0.297
H 2.826 -0.842 -0.366 0.270
H -1.492 1.912 1.595 0.461
H -1.708 -0.189 2.491 0.229
H 0.325 1.779 1.732 0.337
H -2.218 -2.120 -0.407 0.181
H -2.534 -1.487 1.894 0.169



Which structure is the most stable? The one labeled i.



## i
32
Properties=species:S:1:pos:R:3:mulliken_charge:R:1 method="wB97M-V/def2-TZVPD" e_lumo_ha="-0.0494 / -0.0192" total_charge=0 orbital_gap_ha="0.2739 / 0.2739"
S -0.183 -1.796 -1.984 0.418
P 0.320 0.097 -0.818 0.462
O -1.165 -1.305 -2.939 -0.578
O 1.181 1.083 -1.455 -0.619
O 1.047 -0.712 0.387 -0.253
N -1.347 1.548 0.554 -0.397
C 2.122 -0.039 2.408 -1.269
C -2.291 2.044 -0.380 -0.499
C 2.261 -0.098 0.927 0.561
C -3.375 1.031 -0.482 -0.493
C -3.388 0.224 0.734 -0.716
C 1.478 -1.676 -2.840 -0.605
C -1.965 0.562 1.430 -0.357
C 3.378 -0.987 0.560 -1.133
H 1.943 -0.852 -2.407 0.132
H -4.136 0.589 1.318 0.376
H 1.509 -1.456 -3.974 0.339
H 1.797 1.009 2.745 0.259
H -4.345 1.577 -0.576 0.342
H 3.056 -1.070 -0.532 0.169
H -3.329 0.432 -1.313 0.289
H 4.428 -0.558 0.732 0.363
H 3.295 -1.943 1.063 0.323
H 1.507 -0.922 2.782 0.280
H 1.958 -2.626 -2.490 0.316
H -2.521 3.010 0.021 0.416
H -1.811 2.014 -1.328 0.222
H 2.310 0.932 0.353 0.404
H 3.202 -0.089 2.846 0.387
H -2.296 0.908 2.384 0.335
H -1.181 -0.118 1.737 0.227
H -3.455 -0.817 0.537 0.299



## ii
32
Properties=species:S:1:pos:R:3:mulliken_charge:R:1 method="wB97M-V/def2-TZVPD" e_lumo_ha=0.0216 total_charge=0 orbital_gap_ha=0.3384
S -0.851 0.838 -0.411 1.272
P 3.570 2.004 -0.237 -0.101
O 2.379 -0.700 -0.806 -0.422
O 0.275 -0.081 -1.251 -0.383
O -1.152 1.880 -1.300 -0.750
N -0.127 1.456 0.796 -0.656
C 2.283 -1.414 0.418 -0.098
C -2.263 -0.349 -0.287 1.239
C -3.322 0.307 0.600 -1.413
C 1.845 1.616 -0.691 -0.424
C -2.759 -0.561 -1.696 -1.771
C 2.720 -0.666 1.695 -0.746
C -1.741 -1.700 0.320 -1.456
C 1.581 0.345 -1.002 0.234
H 2.735 0.435 1.309 -0.010
H -1.154 -2.151 -0.575 0.310
H 0.204 0.889 1.517 0.242
H 3.873 2.976 -1.306 0.074
H 2.067 -0.847 2.483 0.314
H 1.196 2.480 -0.875 0.548
H -1.013 -1.760 1.082 0.393
H -2.669 0.422 -2.156 0.501
H 3.038 -2.113 0.249 0.372
H -4.036 1.054 0.166 0.325
H -3.672 -1.117 -1.764 0.449
H 2.952 2.906 0.542 0.014
H 1.291 -2.000 0.454 0.057
H 3.771 -0.969 1.863 0.309
H -2.698 0.789 1.407 0.411
H -2.582 -2.425 0.485 0.435
H -2.008 -1.090 -2.325 0.355
H -3.735 -0.452 1.296 0.377



Which structure is the most stable? The one labeled i.



## i
41
Properties=species:S:1:pos:R:3:mulliken_charge:R:1 method="wB97M-V/def2-TZVPD" e_lumo_ha=0.0925 total_charge=-1 orbital_gap_ha=0.3115
O -2.598 3.361 1.787 -0.641
O 1.661 2.459 0.975 -0.744
O 3.592 -1.785 2.807 -0.635
O -1.446 0.167 -2.388 -0.700
O 0.188 -2.367 -1.322 -0.751
O 0.138 0.352 -0.321 -0.042
O 4.339 -2.014 -0.108 -0.670
O -4.414 0.958 -0.659 -0.590
O -1.571 2.437 -0.638 -0.681
O 1.392 1.866 -2.073 -0.803
O -2.467 -3.035 -1.221 -0.638
O 2.533 -0.399 -1.136 -0.984
C 0.253 -0.766 1.639 -0.772
C -0.764 -0.196 0.588 -0.449
H -5.072 0.266 -0.781 0.294
H 1.655 -0.349 -0.722 0.233
H -0.783 0.196 -1.710 0.428
H -0.962 1.750 -0.395 0.377
H 0.864 -2.180 -1.928 0.279
H 3.528 -1.551 -0.401 0.478
H 1.092 1.731 0.834 0.155
H 1.830 1.052 -2.196 0.425
H 3.393 -0.904 2.571 0.348
H -2.710 -3.953 -1.097 0.269
H 0.579 0.164 2.131 0.399
H -1.434 -0.952 0.133 0.104
H -0.307 -1.209 2.421 0.469
H 0.202 -1.630 -0.732 0.215
H 0.665 1.550 -1.498 0.317
H -2.522 2.765 2.490 0.284
H 3.091 0.065 -0.516 0.330
H 3.032 -2.162 2.147 0.267
H -3.835 0.586 -0.008 0.289
H 1.105 -1.374 1.268 -0.161
H -1.370 0.590 1.037 0.109
H -1.878 2.841 0.197 0.486
H -1.968 0.933 -2.373 0.335
H -3.512 3.644 1.804 0.304
H -1.517 -2.894 -1.104 0.426
H 4.052 -2.774 0.390 0.278
H 1.927 2.772 0.126 0.362



## ii
41
Properties=species:S:1:pos:R:3:mulliken_charge:R:1 method="wB97M-V/def2-TZVPD" e_lumo_ha=0.0897 total_charge=-1 orbital_gap_ha=0.3128
O 2.428 -1.072 -0.919 -0.859
O 0.605 3.136 -1.801 -0.605
O -0.004 2.614 0.715 -0.818
O 1.308 -1.000 1.960 -0.807
O 2.592 -3.399 0.669 -0.694
O -3.112 1.251 0.457 -0.736
O -2.149 -2.169 2.317 -0.741
O 3.027 1.439 -1.374 -0.641
O 0.180 -3.521 2.007 -0.777
O -1.457 0.373 3.394 -0.662
O -0.631 2.295 -3.940 -0.678
O -0.896 -0.031 0.834 0.628
C -0.818 -0.761 -0.366 -1.764
C -0.656 0.138 -1.554 -0.625
H -0.287 1.715 0.628 0.328
H 0.280 3.263 -0.941 0.302
H 1.466 -1.069 -0.946 0.170
H 0.293 -2.612 2.203 0.406
H 1.681 -3.499 1.011 0.394
H 0.497 -0.649 1.526 0.251
H 0.323 0.646 -1.631 -0.242
H -0.754 -0.518 -2.460 0.244
H -1.660 -2.993 2.087 0.370
H -1.727 -1.343 -0.425 0.368
H -3.240 1.643 -0.397 0.322
H -1.409 0.272 2.460 0.174
H 3.570 1.682 -2.106 0.330
H -1.444 0.879 -1.616 0.466
H 2.611 -2.591 0.152 0.378
H 1.041 3.886 -2.119 0.259
H -2.292 0.725 0.387 -0.055
H 0.017 -3.919 2.831 0.278
H 1.970 -0.585 1.379 0.412
H -2.386 0.160 3.480 0.320
H -0.746 3.223 0.870 0.287
H 2.576 -0.137 -1.172 0.485
H -0.384 2.367 -3.036 0.407
H 2.214 1.846 -1.616 0.304
H -0.729 1.367 -4.206 0.326
H -0.024 -1.466 -0.344 1.297
H -1.878 -1.585 1.601 0.199



Which structure is the most stable? The one labeled ii.



## i
14
Properties=species:S:1:pos:R:3:mulliken_charge:R:1 method="wB97M-V/def2-TZVPD" smiles=CC(C)C(F)F e_lumo_ha=0.0382 total_charge=0 orbital_gap_ha=0.4565
F 1.179 0.619 0.345 -0.273
F 0.727 -0.266 -1.798 -0.268
C -1.039 0.672 1.352 -1.253
C -0.394 -1.486 0.499 -1.376
C 0.268 0.545 -0.729 0.109
C -0.731 -0.140 0.066 0.514
H -1.707 -0.208 -0.540 0.318
H -2.052 0.593 2.009 0.311
H -0.139 -2.103 -0.308 0.390
H 0.594 -1.380 1.236 0.240
H -0.409 0.791 2.202 0.386
H 0.070 1.627 -0.919 0.321
H -0.950 1.853 1.119 0.231
H -1.188 -1.887 1.152 0.350



## ii
14
Properties=species:S:1:pos:R:3:mulliken_charge:R:1 method="wB97M-V/def2-TZVPD" smiles=CC(C)C(F)F e_lumo_ha=0.0380 total_charge=0 orbital_gap_ha=0.4721
F -1.427 -0.774 1.101 -0.282
F -2.470 0.382 -0.436 -0.273
C 0.327 1.257 0.562 -1.368
C -0.032 0.243 -0.545 0.524
C -1.349 -0.404 -0.227 0.074
C 1.071 -0.875 -0.300 -1.531
H 1.164 1.933 0.242 0.352
H 1.979 -0.408 0.053 0.400
H 0.838 0.657 1.296 0.369
H 0.803 -1.463 0.625 0.383
H -0.050 0.689 -1.611 0.335
H -0.523 1.848 0.887 0.356
H 1.213 -1.756 -0.910 0.388
H -1.545 -1.329 -0.736 0.272



Which structure is the most stable? The one labeled ii.



## i
20
Properties=species:S:1:pos:R:3:mulliken_charge:R:1 method="wB97M-V/def2-TZVPD" multiplicity=2 e_lumo_ha="-0.1174 / -0.3441" total_charge=+1 orbital_gap_ha="0.4112 / 0.1845"
O -0.506 0.569 1.349 -0.475
O 3.240 -1.251 2.633 -0.623
N -0.782 -1.920 -0.299 -0.208
C -1.295 0.572 0.170 0.062
C -1.323 2.005 -0.435 -1.268
C -0.814 -0.522 -0.785 0.284
C 0.515 -0.255 -1.462 -1.424
H 0.417 0.646 1.036 0.403
H -1.735 -2.267 -0.352 0.376
H 1.255 0.211 -0.792 0.294
H -1.573 2.783 0.283 0.369
H 4.026 -1.323 3.202 0.319
H 0.497 0.370 -2.327 0.374
H -0.299 2.311 -0.719 0.313
H -1.510 -0.534 -1.640 0.341
H -2.012 2.127 -1.251 0.392
H -2.304 0.356 0.546 0.376
H 0.988 -1.176 -1.813 0.434
H -0.544 -1.925 0.695 0.353
H 3.760 -0.777 1.961 0.308



## ii
20
Properties=species:S:1:pos:R:3:mulliken_charge:R:1 method="wB97M-V/def2-TZVPD" multiplicity=2 e_lumo_ha="-0.2022 / -0.3671" total_charge=+1 orbital_gap_ha="0.3162 / 0.1513"
O -2.104 -2.568 1.774 -0.584
O 1.177 1.804 -4.542 -0.612
N 0.211 -1.072 1.221 -0.199
C -0.327 1.255 0.820 -0.130
C 0.664 0.076 0.442 -0.623
C 1.066 -2.004 1.506 -0.198
C -0.453 2.338 -0.249 -1.127
H 1.617 1.331 -5.265 0.336
H 1.226 1.149 -3.804 0.279
H -0.284 1.443 1.955 0.392
H 0.527 -2.759 2.096 0.312
H 1.683 0.545 0.391 0.424
H 0.757 -0.308 -0.627 0.383
H -0.682 3.342 0.098 0.319
H 2.041 -2.172 0.982 0.316
H -1.304 2.251 -0.927 0.349
H -1.478 -1.884 1.570 0.491
H 0.374 2.262 -0.926 0.329
H -1.365 0.620 0.890 0.202
H -2.872 -2.191 2.042 0.341



## iii
20
Properties=species:S:1:pos:R:3:mulliken_charge:R:1 method="wB97M-V/def2-TZVPD" multiplicity=2 e_lumo_ha="-0.1312 / -0.3180" total_charge=+1 orbital_gap_ha="0.4075 / 0.2206"
O 0.268 2.946 -0.083 -0.647
O -1.406 0.716 -2.006 -0.543
N -0.077 -1.498 -0.504 -0.141
C -0.952 -1.071 0.619 -0.612
C 1.223 -0.099 1.037 -0.790
C -0.292 0.040 1.356 -0.242
C 1.243 -0.751 -0.328 -0.381
H -1.644 0.704 -2.947 0.327
H 0.062 -2.513 -0.425 0.386
H -0.575 2.900 -0.580 0.326
H 1.276 -0.211 -1.285 0.289
H 0.820 2.242 -0.404 0.294
H 1.694 -0.779 1.742 0.321
H -0.961 -1.955 1.289 0.386
H 1.994 -1.541 -0.423 0.381
H 1.613 0.913 1.048 0.388
H -0.502 0.012 2.424 0.403
H -0.586 1.044 1.043 0.201
H -1.212 -0.227 -1.903 0.287
H -1.986 -0.872 0.329 0.366



## iv
20
Properties=species:S:1:pos:R:3:mulliken_charge:R:1 method="wB97M-V/def2-TZVPD" multiplicity=2 e_lumo_ha="-0.1237 / -0.3386" total_charge=+1 orbital_gap_ha="0.4291 / 0.2128"
O 1.767 1.297 0.776 -0.612
O -0.313 3.156 0.632 -0.669
N 0.936 -1.029 0.146 -0.203
C 0.529 -0.576 -1.184 -0.361
C -1.449 -0.870 0.260 -0.490
C -0.234 -1.689 0.802 -0.547
C -0.983 -0.303 -1.082 -0.566
H 1.612 0.330 0.817 0.429
H 0.063 2.335 0.322 0.391
H 0.273 3.912 0.727 0.322
H -1.522 -0.781 -1.893 0.352
H 1.567 2.234 0.718 0.318
H -0.411 -2.699 0.348 0.375
H -2.318 -1.518 0.164 0.332
H 1.633 -1.779 0.211 0.326
H -1.215 0.756 -1.119 0.303
H -0.258 -1.746 1.899 0.384
H 0.996 0.332 -1.567 0.283
H -1.493 -0.056 0.978 0.250
H 0.820 -1.306 -1.954 0.380



Which structure is the most stable? The one labeled iii.



## i
26
Properties=species:S:1:pos:R:3:mulliken_charge:R:1 method="wB97M-V/def2-TZVPD" smiles="C=C[C@H](C)O.C/C(=N/O)NN" e_lumo_ha=0.0171 total_charge=0 orbital_gap_ha=0.3212
O 4.260 -0.540 1.200 -0.388
O -1.696 -1.153 -0.589 -0.577
N 2.117 0.682 -0.042 -0.131
N 3.124 1.671 0.143 -0.671
N 3.501 -1.247 0.290 -0.504
C 2.493 -0.652 -0.260 0.585
C 1.573 -1.479 -1.120 -0.552
C -3.080 -0.947 1.477 -1.217
C -1.659 1.666 -0.278 -0.366
C -2.751 0.985 -0.019 -0.163
C -2.837 -0.521 0.025 0.344
H -0.728 1.143 -0.467 -0.197
H 0.535 -1.274 -0.814 -0.028
H -3.242 -2.029 1.547 0.329
H -3.992 -0.428 1.847 0.359
H -2.216 -0.723 2.130 0.324
H 1.390 1.009 -0.702 0.195
H 1.772 -2.541 -0.946 0.335
H 1.685 -1.270 -2.193 0.250
H 3.600 1.901 -0.748 0.219
H -3.728 -0.794 -0.552 0.176
H 2.678 2.531 0.450 0.243
H -1.607 2.752 -0.330 0.296
H 4.020 0.413 1.100 0.506
H -1.541 -0.669 -1.410 0.344
H -3.671 1.514 0.262 0.289



## ii
26
Properties=species:S:1:pos:R:3:mulliken_charge:R:1 method="wB97M-V/def2-TZVPD" e_lumo_ha=0.0218 total_charge=0 orbital_gap_ha=0.3661
O -3.127 -1.183 1.681 -0.535
O -1.137 -0.394 2.141 -0.545
N 1.294 0.591 -1.220 -0.192
N 3.263 0.891 0.172 -0.438
N 2.235 -1.152 -0.035 -0.582
C 0.321 1.602 -0.824 0.087
C -1.970 -1.196 1.378 0.573
C -1.328 -1.547 0.064 0.754
C 0.321 3.005 -1.380 -1.033
C -2.274 -1.221 -1.051 -1.521
C 2.296 0.063 -0.431 0.290
H -2.820 -0.298 -1.044 0.376
H -0.561 1.100 -1.324 0.081
H -0.452 3.473 -0.759 0.331
H -3.026 -2.027 -1.119 0.334
H 1.017 -0.013 -1.968 0.302
H 0.053 3.208 -2.424 0.289
H -0.356 -1.028 -0.074 -0.578
H -0.992 -2.583 0.092 0.314
H 3.397 1.847 -0.136 0.201
H -0.308 -0.137 1.716 0.343
H 1.252 3.580 -1.221 0.265
H -1.828 -1.248 -2.050 0.416
H 0.028 1.402 0.266 0.079
H 4.054 0.319 0.387 0.226
H 3.032 -1.665 0.313 0.164



Which structure is the most stable? The one labeled ii.



## i
9
Properties=species:S:1:pos:R:3:mulliken_charge:R:1 method="wB97M-V/def2-TZVPD" smiles="O=C=CNC([O-])=S" e_lumo_ha=0.1378 total_charge=-1 orbital_gap_ha=0.2701
S 1.792 2.397 1.417 -0.597
O 2.213 1.666 -1.964 -0.487
O -0.082 1.226 2.851 -0.682
N 0.113 0.505 0.746 -0.204
C 0.509 1.335 1.781 0.391
C 1.508 1.162 -1.154 0.320
C 0.613 0.414 -0.567 -0.254
H -0.668 -0.098 0.966 0.221
H 0.249 -0.440 -1.126 0.292



## ii
9
Properties=species:S:1:pos:R:3:mulliken_charge:R:1 method="wB97M-V/def2-TZVPD" smiles="O=C1N=CS[C@H]1[O-]" e_lumo_ha=0.1318 total_charge=-1 orbital_gap_ha=0.2799
S -1.262 -0.759 -1.012 -0.385
O -1.327 0.634 1.522 -0.678
O 1.635 1.377 0.781 -0.586
N 1.177 -0.708 -0.015 -0.705
C 0.825 0.558 0.385 0.530
C -0.693 0.869 0.414 0.044
C 0.308 -1.382 -0.696 0.083
H 0.305 -2.301 -1.171 0.389
H -0.967 1.712 -0.206 0.308



Which structure is the most stable? The one labeled i.